Entry from OMol25: C42H42Cl5N4O2PSn as an isolated structure (ωB97M-V/def2-TZVPD).

Geometry (Å):
Sn: 0.7276 -0.1203 -1.1611
Cl: 0.2935 0.3425 5.6931
Cl: 2.9659 1.5847 1.1764
Cl: -1.8679 -1.1339 3.9941
Cl: -1.6449 -1.1770 0.8974
Cl: 2.6335 1.8307 4.2652
P: -1.7881 3.7965 0.2753
O: 1.0019 -2.2071 -0.6142
O: -2.4741 1.2764 -0.9333
N: 2.9918 -0.5403 -2.0948
N: 1.1231 -4.3807 2.0505
N: 0.3641 -1.7234 -3.2958
N: 0.6983 -3.9841 0.8012
C: -1.6267 -4.5862 0.3808
C: -5.4036 5.5893 -0.6586
C: 1.7263 -2.0622 -3.7011
C: -1.4596 3.5818 2.0062
C: -0.4167 -0.3594 1.8393
C: 1.7889 5.4349 -1.9798
C: 1.4725 0.9653 3.3436
C: 0.8045 -5.6837 2.6164
C: -0.7974 -6.3022 -1.6545
C: -0.2831 -4.7231 0.0677
C: 0.5198 5.9166 -2.2723
C: 2.6994 -0.9206 -3.5036
C: -0.5239 4.3923 2.6536
C: -0.3929 4.4841 -0.5772
C: -4.1368 5.6418 -0.0957
C: 3.7580 0.7211 -2.1613
C: 1.9710 4.4732 -0.9924
C: -2.1463 -6.1711 -1.3532
C: 0.6544 0.2044 1.1671
C: -2.0629 2.5686 4.0967
C: -0.5448 -0.3498 3.2224
C: -0.2797 -0.7987 -4.2287
C: 3.8184 -1.5665 -1.4390
C: 0.1434 -5.5777 -0.9373
C: 0.8826 3.9942 -0.2853
C: -5.8956 4.4293 -1.2756
C: 1.2662 -2.7866 0.5014
C: 2.1178 -2.4640 1.5751
C: -2.7376 2.3863 -0.6247
C: 1.5671 0.8763 1.9546
C: -3.3800 4.4840 -0.1748
C: 0.4164 0.3150 3.9828
C: -2.5602 -5.3184 -0.3365
C: 2.6676 -3.6331 3.8260
C: -3.8729 3.3253 -0.7876
C: 1.9945 -3.4702 2.5091
C: -1.1341 3.3760 4.7421
C: -0.4550 -2.9284 -3.1775
C: -0.3618 4.2803 4.0249
C: -0.5792 5.4389 -1.5767
C: -5.1406 3.2725 -1.3550
C: -2.2273 2.6632 2.7262
H: -0.4290 -1.2614 -5.2121
H: 3.6483 -1.1594 -3.9978
H: -2.8793 -6.7409 -1.9086
H: 4.7517 -1.7105 -1.9941
H: -1.4520 -2.6575 -2.8280
H: 0.3089 0.1078 -4.3594
H: -1.0065 3.2930 5.8135
H: -6.0352 6.4673 -0.6218
H: 1.9419 -3.8128 4.6201
H: -1.9282 -3.9172 1.1766
H: 2.0385 -2.9385 -3.1310
H: 0.0699 5.1042 2.0946
H: -1.5700 5.8112 -1.8065
H: -0.0090 -3.6039 -2.4539
H: 3.1142 1.5252 -2.5225
H: -6.8921 4.4456 -1.6962
H: -0.5584 -3.4365 -4.1454
H: 3.2273 -2.7324 4.0663
H: 1.7596 -2.3468 -4.7634
H: 1.7104 -6.1300 3.0194
H: 3.2801 -2.5087 -1.3803
H: 2.3127 -0.0263 -3.9937
H: -2.9464 2.0242 2.2240
H: 0.4143 -6.3269 1.8339
H: 0.0578 -5.5885 3.4034
H: -1.2507 -0.5036 -3.8297
H: 3.3645 -4.4730 3.8092
H: 4.0592 -1.2392 -0.4279
H: -3.6120 -5.2270 -0.1011
H: 1.2014 -5.6667 -1.1531
H: 4.6043 0.6140 -2.8469
H: -3.7737 6.5430 0.3790
H: -5.5188 2.3762 -1.8271
H: 0.3623 4.9020 4.5338
H: 2.9632 4.1079 -0.7618
H: 4.1357 0.9765 -1.1766
H: -2.6502 1.8566 4.6623
H: 1.0267 3.2519 0.4915
H: -0.4773 -6.9728 -2.4404
H: 2.6439 5.8167 -2.5220
H: 2.7308 -1.5866 1.6711
H: 0.3866 6.6677 -3.0389

The frontier orbital gap is 6.90 eV. Its charge is +2. The largest force on an atom is 0.36 eV/Å. The calculation puts the relative energy (zero: lowest compared OMol25 entry of this formula, charge and spin) at 0.0 kJ/mol. As for the LUMO energy: -5.37 eV. Its total energy is -4851.2987 Eh.

=====

Entry from OMol25: an isolated molecule of C3H6OS2 (ωB97M-V/def2-TZVPD).

Geometry (Å):
S: 0.8133 -1.0014 -1.1539
S: 0.5300 0.7162 1.4419
O: -1.5846 0.3639 -0.4053
C: -1.0548 1.2150 0.6611
C: 0.7266 -0.9087 0.6691
C: -0.6648 -0.1091 -1.4397
H: -0.3795 0.8249 -2.1123
H: 1.6625 -1.1457 1.1439
H: -0.8817 2.0557 0.0112
H: -1.2377 -0.8582 -1.9531
H: -1.8618 1.3192 1.3919
H: -0.1596 -1.7277 0.8095

The frontier orbital gap is 9.25 eV. The SMILES is C1OCSCS1. Its charge is 0. The largest force on an atom is 3.78 eV/Å. The calculation puts the relative energy (zero: lowest compared OMol25 entry of this formula, charge and spin) at 236.2 kJ/mol. As for the LUMO energy: 0.62 eV. Its total energy is -989.4386 Eh.

=====

Entry from OMol25: an isolated ion of composition CH3ClO2P and charge -1 (ωB97M-V/def2-TZVPD).

Geometry (Å):
Cl: -2.4129 0.2174 2.0450
P: -1.0414 1.4415 1.0542
O: -1.5608 2.4527 0.1742
O: 0.0491 2.0904 2.3880
C: -0.0667 0.1525 0.1146
H: 0.3974 0.9031 -0.5293
H: 0.6518 -0.2269 0.8977
H: -0.8822 -0.4876 -0.3095

The frontier orbital gap is 7.79 eV. The SMILES is C[P@](=O)([O-])Cl. Its charge is -1. The largest force on an atom is 9.70 eV/Å. The calculation puts the relative energy (zero: lowest compared OMol25 entry of this formula, charge and spin) at 200.5 kJ/mol. As for the LUMO energy: 3.78 eV. Its total energy is -992.0231 Eh.

=====

Entry from OMol25: an isolated molecule of C2H6N2O (ωB97M-V/def2-TZVPD).

Geometry (Å):
O: 2.3900 -0.5092 0.0936
N: 0.2365 -0.2990 -0.0617
N: 1.3375 -1.1750 -0.1138
C: 0.4098 1.1630 -0.0244
C: -1.0648 -0.9256 0.0988
H: 0.8183 1.6476 -0.8347
H: -1.4886 -0.7115 1.1412
H: 1.0394 1.5064 0.7700
H: -0.6238 1.6718 -0.0397
H: -1.8730 -0.4420 -0.5709
H: -1.1814 -1.9266 -0.4585

The frontier orbital gap is 10.33 eV. The SMILES is CN(C)N=O. Its charge is 0. The largest force on an atom is 4.97 eV/Å. The calculation puts the relative energy (zero: lowest compared OMol25 entry of this formula, charge and spin) at 413.0 kJ/mol. As for the LUMO energy: 0.74 eV. Its total energy is -264.4300 Eh.

=====

Entry from OMol25: a 10-piece molecular cluster, H20O10 overall (ωB97M-V/def2-TZVPD).

Geometry (Å):
O: -0.4647 -1.8278 -1.7620
O: 2.3935 -1.1197 0.9087
O: 1.7809 -0.4211 -1.7627
O: 1.2570 2.1862 -1.2132
O: 0.1991 -2.6416 0.8182
O: -1.4662 2.0949 -0.8024
O: -1.8856 -0.9961 1.5483
O: -2.5818 -0.3087 -1.0737
O: 1.6703 1.4317 1.5541
O: -1.0175 1.4629 1.9852
H: -0.0372 1.5168 1.8775
H: -2.2053 2.7591 -0.8929
H: 0.0879 -2.5800 -0.1674
H: -1.4645 -0.1141 1.7524
H: 0.3586 -1.2500 -1.8301
H: -2.3656 -1.2878 2.3703
H: 1.6323 -1.7633 0.9343
H: 1.8006 3.0953 -1.2837
H: 1.6686 1.6137 0.5793
H: 1.7400 0.5669 -1.7289
H: -2.6414 -0.6627 -0.1402
H: 3.1611 -1.5303 1.3625
H: -1.8928 -0.8612 -1.4609
H: -1.3223 1.8571 1.1342
H: -1.9387 1.1738 -0.8796
H: 2.2574 -0.6880 -0.9312
H: 0.2864 2.3759 -1.1988
H: -0.4582 -2.5284 -2.4665
H: -0.5300 -2.0042 1.1271
H: 1.9783 0.4508 1.6423

The frontier orbital gap is 11.28 eV. The SMILES is O.O.O.O.O.O.O.O.O.O. Its charge is 0. The largest force on an atom is 3.82 eV/Å. The calculation puts the relative energy (zero: lowest compared OMol25 entry of this formula, charge and spin) at 58.6 kJ/mol. As for the LUMO energy: 0.38 eV. Its total energy is -764.4596 Eh.

=====

Entry from OMol25: a 3-piece molecular cluster, C3H12O4 overall (ωB97M-V/def2-TZVPD).

Geometry (Å):
O: 2.4027 1.3009 -3.1401
O: 0.3626 -2.2991 5.5655
O: -1.1266 -0.4731 -0.3511
O: -2.9826 1.9866 1.9279
C: 1.5357 0.9881 -2.0216
C: -0.6923 -0.4128 -1.6306
C: 0.8987 -0.4012 -1.7415
H: 2.2558 1.2332 -1.1494
H: 2.0355 1.4995 -4.0022
H: 0.8560 1.6940 -2.2965
H: -0.9520 0.6963 -1.8487
H: 0.4141 -3.0614 4.9268
H: -1.1025 -1.0709 -2.3004
H: -0.9091 -1.2660 -0.0337
H: -0.0405 -2.7533 6.3114
H: 1.3996 -0.9568 -2.4592
H: -2.3074 1.5910 2.4593
H: 1.5171 -0.5650 -0.8768
H: -3.5648 2.2698 2.6610

The frontier orbital gap (spin up / spin down) is 9.79 / 3.43 eV. Its charge is +1. The largest force on an atom is 6.13 eV/Å. The multiplicity is 2. The calculation puts the relative energy (zero: lowest compared OMol25 entry of this formula, charge and spin) at 407.8 kJ/mol. As for the LUMO energy (spin up / spin down): -3.67 / -10.03 eV. Its total energy is -421.9798 Eh.